Arrangement a

Below is one molecule with the formula C23H28N2O3S, with properties calculated with ωB97M-V/def2-TZVPD.

Output
frontier orbital gap = 8.968 eV
charge = 0
E_LUMO = 0.6387 eV
E_HOMO = -8.329 eV
SMILES = Cc1ccc(SCCN2CC[C@H](NC(=O)OCc3ccccc3)CCC2=O)cc1

Structure (XYZ):
```
57
C23H28N2O3S | the Open Molecules 2025 dataset | ωB97M-V/def2-TZVPD
C -1.90391 0.66250 -2.96744
C -2.40104 0.76605 -1.55658
C -1.81730 1.64934 -0.65516
C -2.28952 1.75676 0.64143
C -3.34377 0.95871 1.06212
S -4.01245 1.11235 2.70333
C -2.55887 0.75296 3.75807
C -2.39868 -0.73628 4.06339
N -1.70760 -1.48816 3.03739
C -0.28222 -1.28653 2.89888
C 0.11004 -0.65291 1.56214
C 0.19896 -1.65281 0.40473
N 0.57545 -0.94709 -0.80206
C 1.81648 -0.97534 -1.32793
O 2.73329 -1.64308 -0.91840
O 1.87062 -0.15999 -2.40892
C 3.13154 -0.07518 -3.08248
C 3.94152 1.08577 -2.56753
C 4.65246 0.96149 -1.37969
C 5.37529 2.03224 -0.88455
C 5.39625 3.23452 -1.57159
C 4.68722 3.36493 -2.75346
C 3.95943 2.29615 -3.24733
C -1.10737 -2.40126 0.13941
C -1.60756 -3.23059 1.32343
C -2.40185 -2.40898 2.32159
O -3.59674 -2.57381 2.46796
C -3.94242 0.07828 0.17230
C -3.47302 -0.01051 -1.12531
H -1.93222 -0.36927 -3.31302
H -2.54173 1.25092 -3.62780
H -0.88675 1.03837 -3.05896
H -0.99141 2.27107 -0.97239
H -1.84485 2.47096 1.32000
H -1.67185 1.17054 3.28591
H -2.75793 1.29082 4.68448
H -3.38791 -1.18868 4.17380
H -1.85173 -0.84644 5.00777
H 0.02826 -0.62393 3.70964
H 0.25226 -2.23447 3.02644
H 1.08806 -0.17895 1.66853
H -0.61665 0.11872 1.30233
H 1.00542 -2.36766 0.60419
H -0.09599 -0.31047 -1.20238
H 2.88852 0.05250 -4.13990
H 3.67146 -1.01572 -2.92948
H 4.63270 0.02151 -0.84825
H 5.92760 1.92681 0.03772
H 5.96454 4.06866 -1.18689
H 4.70015 4.30136 -3.29182
H 3.40497 2.40005 -4.16910
H -0.93811 -3.06602 -0.71029
H -1.88125 -1.68580 -0.14623
H -0.77371 -3.73229 1.81720
H -2.29453 -3.99480 0.95641
H -4.76061 -0.53855 0.50887
H -3.94097 -0.69877 -1.81449
```

Here are the Löwdin charges for atoms 1 to 6, given in e: -0.05, -0.30, -0.06, -0.12, -0.54, 0.94



Arrangement b

Below is one molecule with the formula C23H28N2O3S, with properties calculated with ωB97M-V/def2-TZVPD.

Output
frontier orbital gap = 9.046 eV
charge = 0
E_LUMO = 0.4773 eV
E_HOMO = -8.569 eV
SMILES = Cc1ccccc1NS(=O)(=O)c1cc(C(=O)NCCC2=CCCCC2)ccc1C

Structure (XYZ):
```
57
C23H28N2O3S | the Open Molecules 2025 dataset | ωB97M-V/def2-TZVPD
C 0.33406 4.04964 -4.23304
C 1.03330 4.20375 -2.91344
C 1.12521 5.44444 -2.30189
C 1.77102 5.60657 -1.08840
C 2.33718 4.50952 -0.46490
C 2.25036 3.25919 -1.04895
C 1.60596 3.09886 -2.27002
N 1.50784 1.82344 -2.82581
S 2.61936 0.59865 -2.59874
O 2.44275 -0.27406 -3.72395
O 3.92624 1.13687 -2.35597
C 2.04622 -0.24274 -1.12009
C 0.89250 0.16911 -0.49178
C 0.45926 -0.47438 0.66401
C -0.81752 -0.01510 1.29041
O -1.74517 0.39964 0.62197
N -0.83894 -0.05805 2.64183
C -2.05946 0.11266 3.39385
C -2.59872 -1.24247 3.88557
C -2.69583 -2.21306 2.73961
C -1.80737 -3.18570 2.58204
C -1.78702 -4.13221 1.42208
C -2.65123 -3.61680 0.27598
C -3.99889 -3.16327 0.82402
C -3.79349 -1.96490 1.74541
C 1.18796 -1.55761 1.14383
C 2.33204 -1.97546 0.48835
C 2.78937 -1.32220 -0.65239
C 4.01995 -1.75848 -1.37046
H -0.54020 3.40493 -4.13629
H 1.00167 3.61511 -4.97790
H 0.00219 5.01834 -4.59773
H 0.68539 6.30186 -2.79103
H 1.83240 6.58447 -0.63569
H 2.84609 4.62229 0.48040
H 2.69773 2.40099 -0.57440
H 1.03710 1.75017 -3.71226
H 0.31484 0.99203 -0.88129
H -0.05458 -0.46060 3.12920
H -1.87392 0.77611 4.24360
H -2.77595 0.58568 2.72040
H -1.92742 -1.63863 4.65156
H -3.57838 -1.08115 4.33871
H -1.04119 -3.34716 3.33210
H -2.15139 -5.11133 1.75325
H -0.75604 -4.27222 1.08410
H -2.15617 -2.76752 -0.19983
H -2.78265 -4.39839 -0.47453
H -4.45694 -3.98410 1.38116
H -4.67051 -2.89116 0.00821
H -3.53054 -1.08997 1.14349
H -4.72074 -1.73116 2.27535
H 0.84532 -2.10346 2.01077
H 2.88112 -2.82703 0.86293
H 4.74906 -0.94966 -1.37927
H 3.77982 -1.97634 -2.41003
H 4.45693 -2.63792 -0.90412
```

Here are the Löwdin charges for atoms 1 to 6, given in e: -0.04, -0.21, -0.05, -0.09, -0.08, -0.04



Most stable one: arrangement a, least stable one: arrangement b.



Arrangement a

Below is a 2-piece molecular cluster, CH4FN overall, with properties calculated with ωB97M-V/def2-TZVPD.

Output
frontier orbital gap = 9.635 eV
charge = 0
E_LUMO = 1.0614 eV
E_HOMO = -8.574 eV

Structure (XYZ):
```
7
CH4FN | the Open Molecules 2025 dataset | ωB97M-V/def2-TZVPD
C 0.01131 -0.47430 -0.09633
N 0.06243 0.87091 0.19961
F 0.09738 -1.26582 0.98021
H 0.62263 -0.85788 -0.91064
H -1.55316 -0.84502 -0.80010
H 0.43585 1.46795 -0.51805
H 0.32356 1.10416 1.14530
```

Here are the Löwdin charges for atoms 1 to 6, given in e: -0.40, 0.04, -0.02, 0.08, 0.12, 0.09



Arrangement b

Below is a 2-piece molecular cluster, CH4FN overall, with properties calculated with ωB97M-V/def2-TZVPD.

Output
frontier orbital gap (alpha / beta) = 8.870 / 10.339 eV
charge = 0
E_LUMO (alpha / beta) = 0.0429 / 0.2826 eV
E_HOMO (alpha / beta) = -8.827 / -10.057 eV

Structure (XYZ):
```
7
CH4FN | the Open Molecules 2025 dataset | ωB97M-V/def2-TZVPD
C 1.04949 0.23298 0.25039
N -1.22584 -0.71084 -0.01118
F -1.90969 0.40521 0.03003
H 0.63288 0.91264 -0.51497
H 0.84624 0.57328 1.20905
H 1.78800 -0.50286 0.02031
H -1.18109 -0.91040 -0.98363
```

Here are the Löwdin charges for atoms 1 to 6, given in e: 0.09, 0.04, -0.13, 0.01, -0.03, 0.00



Most stable one: arrangement a, least stable one: arrangement b.



Arrangement a

Below is a 5-piece molecular cluster, C28H61ClN3O3 overall, with properties calculated with ωB97M-V/def2-TZVPD.

Output
frontier orbital gap = 5.843 eV
charge = +1
E_LUMO = -2.0691 eV
E_HOMO = -7.912 eV

Structure (XYZ):
```
96
C28H61ClN3O3 | the Open Molecules 2025 dataset | ωB97M-V/def2-TZVPD
C -4.16184 -0.00229 -0.81477
C -3.01002 -0.98526 -0.91464
C -3.27449 -2.03974 -1.97679
N -2.13230 -3.05390 -2.15167
C -0.90903 -2.35642 -2.71972
C -1.18934 -1.81935 -4.14444
C -1.59349 -3.00332 -5.00681
C -2.84994 -3.65924 -4.48942
C -2.69751 -4.15031 -3.04351
C -1.77533 -3.69103 -0.81963
H -3.89349 0.87471 -0.23125
H -5.05241 -0.48737 -0.40730
H -4.51358 0.32560 -1.79784
H -2.83723 -1.41092 0.07742
H -2.07248 -0.43402 -1.03822
H -3.44743 -1.57553 -2.94375
H -4.11850 -2.71492 -1.83491
H -0.53889 -1.53959 -2.10471
H -0.13004 -3.11907 -2.70972
H -2.00029 -1.10435 -4.29679
H -0.35033 -1.29945 -4.60903
H -1.73751 -2.69744 -6.04865
H -0.79557 -3.73508 -5.17301
H -3.76036 -3.06562 -4.60358
H -3.12616 -4.52171 -5.10270
H -3.66628 -4.55997 -2.76063
H -2.00414 -4.99031 -2.98604
H -1.04122 -4.45019 -1.07690
H -2.68538 -4.13255 -0.42480
H -1.34530 -2.85923 -0.26398
C 5.55537 -1.34827 -6.08091
C 4.42093 -0.58992 -5.40759
C 4.81845 -0.23574 -3.98427
N 3.64703 0.19171 -3.09271
C 4.30433 0.44136 -1.71439
C 5.07485 1.76314 -1.70933
C 4.31684 2.92595 -2.34400
C 3.81393 2.63428 -3.74659
C 2.95550 1.36676 -3.68768
C 2.66494 -0.90918 -2.85530
H 6.47819 -0.77685 -5.95692
H 5.35456 -1.53381 -7.13417
H 5.79189 -2.32333 -5.64896
H 3.48133 -1.13873 -5.48350
H 4.26813 0.34088 -5.96063
H 5.51563 0.59316 -3.95665
H 5.12934 -1.16553 -3.50897
H 4.85771 -0.42696 -1.37024
H 3.44729 0.57070 -1.04778
H 6.07595 1.62956 -2.12402
H 5.25516 2.03270 -0.66736
H 4.94045 3.82116 -2.32176
H 3.45927 3.22622 -1.73508
H 4.61716 2.59302 -4.48677
H 3.14817 3.40733 -4.13371
H 2.59143 1.11604 -4.68175
H 2.11364 1.63120 -3.04597
H 1.92660 -0.60160 -2.12039
H 3.14946 -1.76980 -2.39655
H 2.14387 -1.17293 -3.77323
C -0.56942 1.28657 8.50181
C -1.07725 2.24110 7.39107
C -1.92133 1.48861 6.38242
N -2.60487 2.35846 5.34952
C -1.62191 3.25925 4.59556
C -0.63525 2.38873 3.85460
C -1.33547 1.52059 2.82596
C -2.42000 0.67158 3.46172
C -3.35940 1.45774 4.34954
C -3.64817 3.24553 5.97592
H 0.05373 1.84359 9.20057
H 0.09645 0.53295 8.07950
H -1.40612 0.82889 9.02740
H -0.15627 2.68105 7.00212
H -1.53743 3.09329 7.89705
H -2.73264 0.87383 6.77724
H -1.30439 0.76870 5.84429
H -1.15033 3.89573 5.34199
H -2.28888 3.86703 3.98189
H -0.14953 1.77442 4.61842
H 0.20001 2.93160 3.41313
H -0.59978 1.03736 2.21151
H -1.87837 2.24852 2.20381
H -2.03115 -0.19449 4.00652
H -2.96134 0.22918 2.62097
H -4.12070 0.88614 4.87442
H -3.86135 2.19511 3.71600
H -3.19061 3.92289 6.69181
H -4.36777 2.55648 6.40928
H -4.08785 3.88357 5.21250
Cl 0.59658 -0.28104 0.25195
O 1.35447 -0.16720 3.50701
C 0.65181 -0.80895 4.48818
O 0.86833 -0.51876 5.68668
O -0.24143 -1.63148 4.11846
H 0.83014 -0.40123 2.72416
```

Here are the Löwdin charges for atoms 1 to 6, given in e: -0.09, -0.24, -0.11, -0.26, -0.10, -0.15



Arrangement b

Below is a 5-piece molecular cluster, C28H61ClN3O3 overall, with properties calculated with ωB97M-V/def2-TZVPD.

Output
frontier orbital gap = 5.480 eV
charge = +1
E_LUMO = -2.4253 eV
E_HOMO = -7.905 eV

Structure (XYZ):
```
96
C28H61ClN3O3 | the Open Molecules 2025 dataset | ωB97M-V/def2-TZVPD
C 4.29176 2.62573 4.78027
C 3.55338 1.35382 4.32120
C 2.71900 1.63521 3.10240
N 1.85333 0.51690 2.65860
C 2.55964 -0.71625 2.17448
C 3.47282 -0.49147 0.98345
C 2.59892 0.10636 -0.14160
C 1.81310 1.32254 0.27653
C 0.97443 0.98155 1.50324
C 0.90548 0.09580 3.75123
H 3.54702 3.43292 4.75498
H 5.08308 2.95666 4.10845
H 4.65369 2.54768 5.80032
H 3.03028 0.93827 5.17726
H 4.38163 0.66663 4.11836
H 3.39853 1.98503 2.32559
H 2.09381 2.52499 3.22935
H 3.03292 -1.14479 3.06237
H 1.80680 -1.47625 1.94638
H 4.20618 0.27862 1.24236
H 3.93979 -1.42020 0.67478
H 3.28449 0.30186 -0.97189
H 1.94316 -0.70033 -0.48700
H 2.45406 2.15813 0.58882
H 1.27959 1.80495 -0.54348
H 0.35877 1.79077 1.89789
H 0.32472 0.16343 1.20946
H 0.19231 0.87775 3.98804
H 1.49147 -0.35697 4.54515
H 0.32346 -0.79098 3.45184
C 3.42303 -3.11331 -2.14238
C 2.41309 -3.78695 -3.05694
C 1.27053 -4.34648 -2.18882
N 0.06857 -4.87274 -2.94231
C -0.79910 -5.49412 -1.86710
C -2.23142 -5.75242 -2.27323
C -2.90736 -4.57337 -2.93437
C -2.02846 -3.99785 -4.02477
C -0.58427 -3.72293 -3.65921
C 0.43960 -5.91179 -3.94949
H 3.94529 -2.32725 -2.69118
H 4.15333 -3.75700 -1.65876
H 2.88266 -2.55683 -1.37150
H 2.79220 -4.57556 -3.70371
H 1.91686 -2.97856 -3.59650
H 0.78344 -3.47454 -1.74908
H 1.64062 -4.88255 -1.31473
H -0.85608 -4.71921 -1.09521
H -0.22163 -6.31642 -1.45408
H -2.73335 -6.12176 -1.37615
H -2.31266 -6.64289 -2.91484
H -3.03440 -3.80209 -2.16210
H -3.89293 -4.88674 -3.26810
H -2.50707 -3.19301 -4.58618
H -2.06904 -4.74328 -4.84248
H -0.65894 -2.87651 -2.97099
H 0.01903 -3.51694 -4.53516
H -0.47002 -6.44706 -4.21726
H 1.04391 -6.64367 -3.41827
H 0.86385 -5.46053 -4.83716
C -1.98662 0.79967 -1.25515
C -1.81486 2.31891 -1.29971
C -2.29232 2.93493 -0.02244
N -2.89015 4.35078 -0.09432
C -3.15339 4.83376 1.32514
C -3.43660 6.31776 1.29338
C -2.22061 7.04388 0.73337
C -2.03839 6.70511 -0.73708
C -1.83888 5.19269 -0.82046
C -4.12528 4.32716 -0.89237
H -1.56838 0.17780 -2.03996
H -3.06426 0.61178 -1.19184
H -1.63846 0.34207 -0.32310
H -2.40429 2.59803 -2.17572
H -0.78063 2.58371 -1.53171
H -1.71413 2.83825 0.89221
H -3.22276 2.41392 0.24773
H -2.29561 4.56569 1.93265
H -4.05770 4.28294 1.58872
H -3.58636 6.65790 2.31933
H -4.32499 6.58804 0.72503
H -1.31940 6.78260 1.30416
H -2.31807 8.09521 1.01251
H -1.20826 7.27096 -1.14874
H -2.97112 6.91579 -1.26663
H -0.86153 4.94355 -0.39963
H -1.83334 4.77079 -1.82146
H -4.79862 3.54300 -0.54197
H -3.94249 3.96469 -1.90246
H -4.57905 5.30849 -0.91093
Cl -0.90347 -2.22853 0.52604
O 0.85977 -3.71894 3.05173
C 0.69449 -3.33009 4.36870
O 0.13707 -2.19855 4.53173
O 1.18122 -4.04286 5.23769
H 0.40059 -3.03490 2.55882
```

Here are the Löwdin charges for atoms 1 to 6, given in e: -0.09, -0.22, -0.16, -0.24, -0.10, -0.13



Most stable one: arrangement a, least stable one: arrangement b.